#A
{
  "formula": "C30H69N9O39",
  "method": "ωB97M-V with the def2-TZVPD basis set",
  "symbols": ["C", "O", "C", "O", "O", "C", "H", "H", "H", "H", "H", "H", "C", "O", "C", "O", "O", "C", "H", "H", "H", "H", "H", "H", "C", "O", "C", "O", "O", "C", "H", "H", "H", "H", "H", "H", "C", "O", "C", "O", "O", "C", "H", "H", "H", "H", "H", "H", "C", "O", "C", "O", "O", "C", "H", "H", "H", "H", "H", "H", "C", "O", "C", "O", "O", "C", "H", "H", "H", "H", "H", "H", "C", "O", "C", "O", "O", "C", "H", "H", "H", "H", "H", "H", "C", "N", "O", "O", "H", "H", "H", "C", "N", "O", "O", "H", "H", "H", "C", "N", "O", "O", "H", "H", "H", "C", "N", "O", "O", "H", "H", "H", "C", "N", "O", "O", "H", "H", "H", "C", "N", "O", "O", "H", "H", "H", "C", "N", "O", "O", "H", "H", "H", "C", "N", "O", "O", "H", "H", "H", "C", "N", "O", "O", "H", "H", "H"],
  "coordinates": [[0.59, -7.76, -0.93], [-0.11, -6.53, -0.97], [0.34, -5.56, -0.22], [1.23, -5.66, 0.56], [-0.38, -4.49, -0.44], [-0.23, -3.39, 0.44], [0.10, -8.43, -1.62], [0.58, -8.15, 0.08], [1.64, -7.63, -1.19], [0.76, -2.97, 0.36], [-0.41, -3.72, 1.47], [-1.04, -2.70, 0.26], [-6.82, 0.93, 1.32], [-7.56, -0.23, 0.98], [-6.90, -1.22, 0.36], [-5.75, -1.18, 0.07], [-7.75, -2.22, 0.21], [-7.21, -3.54, 0.07], [-7.41, 1.76, 1.67], [-6.23, 1.27, 0.47], [-6.14, 0.68, 2.13], [-6.62, -3.71, 0.99], [-6.52, -3.65, -0.77], [-7.97, -4.30, 0.02], [-2.22, 1.78, -0.15], [-1.52, 0.57, 0.02], [-0.31, 0.73, 0.51], [0.22, 1.78, 0.74], [0.30, -0.44, 0.49], [1.67, -0.41, 0.89], [-1.91, 2.34, -1.03], [-2.14, 2.45, 0.70], [-3.26, 1.54, -0.35], [1.77, -0.28, 1.96], [2.19, 0.41, 0.38], [2.14, -1.30, 0.48], [0.34, -1.40, 4.47], [-0.58, -0.90, 3.49], [-1.64, -1.61, 3.23], [-1.93, -2.66, 3.66], [-2.42, -0.89, 2.43], [-3.65, -1.50, 2.05], [0.58, -2.45, 4.32], [-0.13, -1.34, 5.46], [1.23, -0.78, 4.51], [-4.29, -1.71, 2.91], [-3.44, -2.43, 1.51], [-4.20, -0.82, 1.42], [-3.54, 4.90, 2.82], [-3.30, 3.71, 3.55], [-4.15, 2.71, 3.43], [-5.16, 2.78, 2.79], [-3.62, 1.65, 3.99], [-4.34, 0.44, 3.99], [-2.60, 5.45, 2.78], [-4.30, 5.55, 3.25], [-3.72, 4.67, 1.77], [-4.26, -0.05, 3.02], [-5.42, 0.53, 4.15], [-3.97, -0.22, 4.77], [10.01, -4.00, 2.18], [9.30, -2.77, 2.08], [8.02, -2.78, 2.41], [7.40, -3.70, 2.86], [7.52, -1.55, 2.24], [6.27, -1.27, 2.87], [10.89, -3.99, 1.54], [9.39, -4.83, 1.85], [10.38, -4.15, 3.19], [6.13, -0.20, 2.74], [6.22, -1.55, 3.92], [5.49, -1.86, 2.39], [-3.52, 6.70, -4.92], [-4.80, 6.65, -4.32], [-4.92, 6.41, -3.02], [-5.88, 6.70, -2.40], [-3.84, 5.79, -2.53], [-3.67, 5.79, -1.10], [-2.94, 7.56, -4.58], [-3.67, 6.73, -5.99], [-2.92, 5.82, -4.68], [-4.64, 5.49, -0.70], [-3.37, 6.74, -0.68], [-3.00, 4.98, -0.83], [0.92, -3.45, -3.34], [2.12, -3.76, -2.51], [3.00, -4.43, -3.00], [2.17, -3.25, -1.41], [0.69, -2.40, -3.42], [0.08, -3.98, -2.90], [1.09, -3.90, -4.31], [-4.01, -1.59, -2.48], [-2.96, -2.21, -3.31], [-1.94, -2.63, -2.78], [-3.16, -2.26, -4.51], [-3.79, -0.53, -2.35], [-4.03, -2.02, -1.49], [-4.97, -1.71, -2.96], [3.57, 3.52, 0.94], [4.37, 2.57, 0.14], [4.05, 2.46, -1.02], [5.32, 2.06, 0.61], [3.71, 4.48, 0.44], [3.94, 3.58, 1.95], [2.51, 3.29, 0.83], [5.72, -4.14, -0.15], [5.23, -4.67, 1.14], [5.61, -5.75, 1.51], [4.51, -3.93, 1.79], [6.39, -4.87, -0.60], [6.26, -3.25, 0.16], [4.93, -3.96, -0.87], [-4.07, 2.22, -3.23], [-3.49, 1.60, -4.45], [-2.34, 1.91, -4.74], [-4.09, 0.65, -4.92], [-3.59, 1.80, -2.35], [-5.14, 2.06, -3.14], [-3.84, 3.28, -3.31], [-0.12, 2.39, 3.69], [0.82, 2.14, 4.82], [2.01, 2.03, 4.58], [0.34, 2.09, 5.93], [0.50, 2.75, 2.87], [-0.83, 3.18, 3.91], [-0.58, 1.42, 3.52], [6.77, 0.27, -1.37], [6.51, -1.10, -1.95], [7.49, -1.74, -2.25], [5.37, -1.52, -1.87], [5.84, 0.82, -1.48], [7.65, 0.64, -1.85], [6.90, 0.08, -0.30], [3.54, 0.40, -3.69], [3.90, 1.76, -4.22], [4.97, 1.88, -4.80], [3.05, 2.67, -4.14], [4.49, 0.02, -3.32], [3.18, -0.23, -4.50], [2.83, 0.58, -2.90], [0.82, 3.88, -2.41], [-0.27, 4.69, -1.74], [-0.89, 5.47, -2.40], [-0.61, 4.30, -0.62], [1.39, 3.32, -1.68], [1.47, 4.58, -2.93], [0.27, 3.27, -3.13]],
  "spin_multiplicity": 1,
  "total_charge": 0,
  "homo_lumo_gap_ev": 9.96
}

***

#B
{
  "formula": "C30H69N9O39",
  "method": "ωB97M-V with the def2-TZVPD basis set",
  "symbols": ["C", "O", "C", "O", "O", "C", "H", "H", "H", "H", "H", "H", "C", "O", "C", "O", "O", "C", "H", "H", "H", "H", "H", "H", "C", "O", "C", "O", "O", "C", "H", "H", "H", "H", "H", "H", "C", "O", "C", "O", "O", "C", "H", "H", "H", "H", "H", "H", "C", "O", "C", "O", "O", "C", "H", "H", "H", "H", "H", "H", "C", "O", "C", "O", "O", "C", "H", "H", "H", "H", "H", "H", "C", "O", "C", "O", "O", "C", "H", "H", "H", "H", "H", "H", "C", "N", "O", "O", "H", "H", "H", "C", "N", "O", "O", "H", "H", "H", "C", "N", "O", "O", "H", "H", "H", "C", "N", "O", "O", "H", "H", "H", "C", "N", "O", "O", "H", "H", "H", "C", "N", "O", "O", "H", "H", "H", "C", "N", "O", "O", "H", "H", "H", "C", "N", "O", "O", "H", "H", "H", "C", "N", "O", "O", "H", "H", "H"],
  "coordinates": [[17.95, -11.81, 9.91], [18.06, -10.44, 10.20], [17.20, -9.64, 9.56], [16.32, -9.98, 8.83], [17.48, -8.40, 9.94], [16.64, -7.36, 9.47], [17.00, -12.26, 10.22], [18.70, -12.39, 10.44], [18.04, -12.05, 8.85], [16.97, -6.40, 9.84], [15.62, -7.56, 9.81], [16.62, -7.35, 8.38], [17.67, -4.35, 12.09], [19.08, -4.16, 11.95], [19.65, -4.72, 10.92], [19.05, -5.37, 10.10], [20.92, -4.38, 10.91], [21.65, -4.80, 9.77], [17.48, -5.42, 12.20], [17.15, -3.89, 11.26], [17.30, -3.86, 12.99], [21.45, -4.28, 8.84], [21.54, -5.88, 9.61], [22.70, -4.63, 10.00], [18.85, -0.98, 11.52], [19.86, -0.06, 11.93], [19.56, 1.08, 12.51], [20.38, 1.94, 12.67], [18.28, 1.14, 12.88], [17.92, 2.21, 13.74], [19.32, -1.54, 10.72], [17.95, -0.51, 11.13], [18.59, -1.69, 12.30], [18.39, 2.11, 14.72], [16.86, 2.08, 13.95], [18.14, 3.20, 13.34], [21.60, -2.77, 13.63], [21.97, -1.71, 14.50], [21.00, -1.00, 15.07], [19.82, -1.14, 14.90], [21.57, -0.12, 15.87], [20.76, 0.91, 16.41], [22.54, -3.12, 13.21], [20.99, -2.45, 12.78], [21.12, -3.58, 14.16], [21.44, 1.63, 16.87], [20.05, 0.49, 17.12], [20.21, 1.47, 15.65], [24.13, -5.42, 12.48], [22.89, -5.53, 13.17], [22.42, -6.73, 13.42], [22.87, -7.78, 13.03], [21.38, -6.61, 14.26], [20.81, -7.82, 14.76], [24.92, -5.78, 13.13], [24.37, -4.41, 12.19], [24.11, -6.07, 11.60], [20.75, -8.51, 13.92], [19.81, -7.58, 15.13], [21.38, -8.18, 15.61], [14.10, -0.22, 9.81], [14.03, -0.31, 11.23], [14.83, -1.19, 11.83], [15.49, -2.04, 11.28], [14.80, -0.91, 13.12], [15.65, -1.70, 13.96], [13.88, 0.79, 9.49], [13.28, -0.82, 9.39], [15.05, -0.57, 9.43], [16.70, -1.48, 13.77], [15.46, -2.76, 13.86], [15.42, -1.37, 14.97], [18.14, -4.61, 15.87], [18.61, -5.02, 17.16], [19.89, -5.16, 17.41], [20.28, -5.65, 18.45], [20.66, -4.68, 16.45], [22.07, -4.67, 16.56], [18.26, -5.49, 15.24], [18.78, -3.82, 15.49], [17.10, -4.30, 15.88], [22.48, -5.68, 16.51], [22.43, -4.18, 17.47], [22.42, -4.14, 15.69], [24.13, -8.30, 6.88], [23.41, -7.23, 7.63], [22.35, -6.81, 7.22], [23.91, -6.89, 8.68], [24.10, -9.19, 7.52], [25.15, -7.94, 6.78], [23.65, -8.59, 5.96], [19.39, -6.52, 7.21], [18.66, -6.95, 5.97], [18.77, -6.23, 5.00], [18.13, -8.04, 5.96], [19.02, -5.55, 7.52], [20.46, -6.54, 7.04], [19.10, -7.28, 7.93], [12.79, -5.35, 11.26], [13.93, -5.92, 12.00], [14.05, -7.13, 12.06], [14.74, -5.14, 12.46], [13.19, -4.88, 10.36], [12.46, -4.53, 11.89], [11.97, -6.03, 11.08], [26.03, -4.69, 7.90], [26.18, -3.84, 9.10], [25.37, -3.98, 10.01], [26.99, -2.95, 9.02], [26.57, -4.24, 7.07], [24.98, -4.79, 7.65], [26.45, -5.66, 8.17], [16.05, -8.99, 14.17], [16.83, -7.82, 13.72], [16.45, -6.71, 14.07], [17.86, -8.02, 13.09], [15.93, -8.99, 15.25], [16.62, -9.87, 13.86], [15.10, -8.94, 13.66], [15.44, -3.34, 8.36], [16.01, -3.93, 7.12], [15.53, -3.57, 6.07], [17.04, -4.56, 7.18], [14.37, -3.21, 8.18], [15.96, -2.42, 8.59], [15.57, -4.08, 9.14], [20.53, -8.53, 10.89], [21.45, -9.68, 11.10], [22.53, -9.64, 10.57], [21.02, -10.63, 11.73], [20.05, -8.67, 9.93], [21.10, -7.61, 10.78], [19.88, -8.49, 11.76], [20.03, -3.32, 6.33], [19.38, -2.43, 7.31], [19.87, -2.35, 8.43], [18.36, -1.87, 7.00], [20.40, -2.74, 5.48], [19.27, -4.02, 5.97], [20.86, -3.85, 6.78], [22.66, -1.18, 10.09], [23.63, -1.59, 9.05], [23.27, -2.42, 8.23], [24.69, -1.01, 9.06], [22.87, -1.72, 11.01], [21.67, -1.41, 9.72], [22.75, -0.12, 10.29]],
  "spin_multiplicity": 1,
  "total_charge": 0,
  "homo_lumo_gap_ev": 10.08
}

***

Which of them is the least stable? Correct choice: #A.

***

#A
{
  "formula": "C7H8N4O3",
  "method": "ωB97M-V with the def2-TZVPD basis set",
  "symbols": ["C", "C", "C", "C", "C", "C", "C", "N", "N", "N", "N", "O", "O", "O", "H", "H", "H", "H", "H", "H", "H", "H"],
  "coordinates": [[-2.70, 0.90, 1.04], [-3.18, -0.51, -0.91], [-1.64, 1.27, 0.27], [2.92, 0.43, -0.28], [-3.83, 0.33, 0.20], [-1.53, 0.93, -1.08], [5.03, -0.42, 0.06], [-2.10, -0.21, -1.51], [-0.46, 1.88, 0.77], [0.63, 1.74, 0.25], [0.89, 1.26, -0.90], [2.58, 0.11, 0.82], [4.12, 0.30, -0.79], [2.16, 0.86, -1.21], [-2.80, 0.95, 2.05], [-3.74, -1.57, -1.08], [-4.33, -0.44, 0.81], [-4.43, 0.98, -0.46], [-0.77, 1.48, -1.67], [6.07, -0.01, 0.03], [5.25, -1.35, -0.35], [4.65, -0.51, 1.04]],
  "spin_multiplicity": 1,
  "total_charge": 0,
  "homo_lumo_gap_ev": [6.09, 7.76]
}

***

#B
{
  "formula": "C7H8N4O3",
  "method": "ωB97M-V with the def2-TZVPD basis set",
  "symbols": ["C", "C", "C", "C", "C", "C", "C", "N", "N", "N", "N", "O", "O", "O", "H", "H", "H", "H", "H", "H", "H", "H"],
  "coordinates": [[0.00, 1.34, -0.11], [0.38, 0.18, 0.69], [0.28, 2.74, 0.29], [1.47, 1.79, 2.23], [-0.55, -1.34, -0.85], [-1.86, -1.78, -0.37], [0.18, -2.30, -1.90], [-0.51, 1.16, -1.28], [0.24, -1.02, 0.26], [1.03, 0.51, 1.87], [1.04, 2.86, 1.40], [-0.06, 3.63, -0.42], [2.24, 2.00, 3.10], [-0.84, -0.08, -1.77], [-1.74, -2.62, 0.36], [-2.46, -2.12, -1.26], [-2.37, -0.94, 0.16], [1.19, -1.92, -2.18], [-0.44, -2.34, -2.83], [0.05, -3.33, -1.52], [1.41, -0.21, 2.51], [1.30, 3.81, 1.61]],
  "spin_multiplicity": 1,
  "total_charge": 0,
  "homo_lumo_gap_ev": 9.21,
  "smiles": "CC1(C)N=c2[nH]c(=O)[nH]c(=O)c2=NO1"
}

***

#C
{
  "formula": "C7H8N4O3",
  "method": "ωB97M-V with the def2-TZVPD basis set",
  "symbols": ["C", "C", "C", "C", "C", "C", "C", "N", "N", "N", "N", "O", "O", "O", "H", "H", "H", "H", "H", "H", "H", "H"],
  "coordinates": [[-1.56, 2.12, -1.13], [-2.01, 0.96, -0.20], [-0.45, 1.62, -1.68], [-1.18, -0.20, -0.72], [1.03, -1.98, 0.03], [-0.16, -2.27, -0.54], [1.77, -0.93, 0.88], [1.71, 0.58, 0.63], [-1.26, -1.42, -0.45], [0.69, 1.32, 1.13], [-0.30, 0.65, 1.52], [-0.40, -0.39, 2.11], [-1.60, 1.29, 1.16], [-0.12, 0.36, -1.50], [-1.81, 3.14, -1.33], [-3.03, 0.67, -0.08], [0.22, 2.21, -2.28], [1.69, -2.88, 0.16], [-0.41, -3.24, -1.07], [1.68, -1.38, 1.87], [2.80, -1.12, 0.67], [2.69, 0.88, 0.82]],
  "spin_multiplicity": 1,
  "total_charge": 0,
  "homo_lumo_gap_ev": 9.01,
  "smiles": "[O-]/[N+]1=N\\NC/C=C\\N=C2/OC=C[C@@H]2O1"
}

***

Which of them is the least stable? Correct choice: #C.